# C28H46Br2O21

A molecular structure, C28H46Br2O21 (ωB97M-V/def2-TZVPD, the OMol25 dataset).

Element x y z (Å)
C: -2.741 -3.399 3.280
C: -2.682 -2.137 2.441
C: -3.396 -2.254 1.134
O: -4.504 -1.452 1.242
C: -4.609 -0.906 2.384
O: -5.430 -0.055 2.715
O: -3.462 -1.171 3.141
H: -2.349 -4.218 2.677
H: -3.765 -3.600 3.594
H: -2.101 -3.263 4.152
H: -1.647 -1.821 2.311
H: -3.643 -3.292 0.911
H: -2.839 -1.815 0.306
C: -2.914 -2.591 -1.133
C: -3.179 -1.749 -2.405
C: -3.961 -2.636 -3.347
O: -4.928 -1.757 -3.898
C: -5.006 -0.657 -3.116
O: -5.866 0.184 -3.279
O: -4.087 -0.718 -2.149
H: -2.104 -2.097 -0.597
H: -2.526 -3.574 -1.401
H: -3.796 -2.626 -0.494
H: -2.284 -1.444 -2.948
H: -4.305 -3.551 -2.864
H: -3.250 -2.966 -4.104
C: 0.511 -2.305 2.201
C: 0.117 -2.848 0.809
C: 0.665 -4.221 0.461
O: -0.356 -4.930 0.010
C: -1.504 -4.352 0.291
O: -2.617 -4.802 0.091
O: -1.250 -3.148 0.821
H: 1.596 -2.217 2.253
H: 0.232 -2.947 3.037
H: 0.129 -1.296 2.360
H: 0.494 -2.134 0.078
H: 1.209 -4.616 1.318
H: 1.495 -4.054 -0.225
C: 4.487 -1.556 -1.807
C: 4.219 -0.142 -2.310
C: 3.912 0.861 -1.268
O: 4.446 2.090 -1.728
C: 5.376 1.812 -2.691
O: 6.182 2.624 -3.184
O: 5.280 0.536 -2.971
H: 3.627 -2.004 -1.309
H: 5.205 -1.542 -0.988
H: 4.911 -2.168 -2.603
H: 3.354 -0.194 -2.971
H: 4.424 0.699 -0.320
H: 2.859 0.994 -1.019
C: -2.664 1.009 -1.801
C: -1.573 0.623 -2.806
C: -1.538 1.597 -3.990
O: -0.236 2.208 -3.847
C: 0.466 1.651 -2.840
O: 1.635 1.945 -2.613
O: -0.331 0.811 -2.171
H: -2.482 1.951 -1.284
H: -2.786 0.268 -1.012
H: -3.679 1.079 -2.193
H: -1.570 -0.422 -3.115
H: -2.241 2.423 -3.881
H: -1.853 1.166 -4.940
Br: -1.738 -0.842 0.081
C: -0.609 0.461 1.073
C: 0.460 1.019 0.119
Br: 1.643 -0.442 -0.636
H: -0.206 0.115 2.025
H: -1.277 1.280 1.338
H: 1.049 1.778 0.633
H: 0.007 1.563 -0.710
C: 5.244 2.637 2.720
O: 4.261 2.172 1.790
C: 3.627 3.002 1.075
O: 3.634 4.216 1.202
O: 2.850 2.297 0.239
C: 1.990 2.945 -0.708
H: 4.732 2.970 3.622
H: 5.946 3.307 2.223
H: 5.842 1.801 3.084
H: 2.515 3.330 -1.582
H: 1.378 3.744 -0.289
H: 1.214 2.214 -0.933
C: 2.434 3.890 3.857
O: 1.285 3.765 2.935
C: 0.888 2.550 2.467
O: 1.514 1.504 2.607
O: -0.331 2.635 1.887
C: -1.152 3.699 1.808
H: 2.628 2.846 4.104
H: 2.144 4.448 4.747
H: 3.348 4.294 3.421
H: -2.180 3.347 1.883
H: -0.933 4.205 0.868
H: -0.987 4.366 2.655

For the molar mass, the calculation gives 878.46 g/mol. As for the HOMO-LUMO gap: 0.3201 Eh. For the largest force on an atom, the calculation gives 16.732 eV/Å. Its multiplicity is 1.